# 1
A molecular structure, C38H53N2O9P3Ti at a distorted geometry. Source: OMol25; level of theory: wB97M-V/def2-TZVPD.

Cartesian coordinates (Å):
Ti: 0.027 -0.069 -0.273
C: 3.483 1.543 -1.120
C: 4.574 0.495 -0.973
C: 5.518 0.768 0.189
O: 4.015 -0.844 -0.881
P: 2.792 -1.457 -0.148
O: 1.467 -1.066 -0.783
C: 2.726 -0.917 1.618
P: 1.048 -1.339 2.176
O: 0.054 -0.395 1.511
O: 0.770 -1.159 3.684
C: 1.524 -1.565 4.873
C: 2.087 -2.963 4.730
C: 2.583 -0.520 5.176
O: 0.967 -2.814 1.677
C: -0.167 -3.737 1.545
C: -1.430 -3.148 2.140
C: -0.303 -4.053 0.064
O: 2.879 -2.975 -0.347
C: 3.952 -3.963 -0.151
C: 5.273 -3.474 -0.702
C: 4.041 -4.334 1.318
H: 3.938 2.519 -1.284
H: 2.861 1.597 -0.216
H: 2.853 1.306 -1.979
H: 5.159 0.433 -1.898
H: 4.993 1.123 1.073
H: 6.234 1.528 -0.109
H: 6.080 -0.126 0.444
H: 2.859 0.164 1.691
H: 3.486 -1.406 2.221
H: 0.756 -1.546 5.652
H: 2.836 -3.012 3.942
H: 1.305 -3.686 4.512
H: 2.560 -3.248 5.667
H: 3.442 -0.607 4.515
H: 2.926 -0.654 6.198
H: 2.165 0.481 5.091
H: 0.134 -4.633 2.098
H: -1.760 -2.297 1.541
H: -1.261 -2.823 3.164
H: -2.216 -3.900 2.146
H: -0.449 -3.126 -0.504
H: -1.148 -4.716 -0.097
H: 0.599 -4.542 -0.293
H: 3.575 -4.807 -0.740
H: 5.698 -2.699 -0.068
H: 5.155 -3.076 -1.706
H: 5.976 -4.302 -0.751
H: 4.567 -3.562 1.877
H: 4.590 -5.266 1.422
H: 3.047 -4.476 1.733
O: 0.247 1.265 -1.525
P: -0.671 2.511 -1.618
C: -0.674 3.253 0.039
C: -1.095 2.445 1.097
C: -1.160 2.970 2.378
C: -0.796 4.294 2.602
C: -0.366 5.090 1.553
C: -0.308 4.575 0.267
C: -0.113 3.620 -2.907
C: -0.851 4.781 -3.135
C: -0.488 5.619 -4.172
C: 0.594 5.291 -4.979
C: 1.318 4.128 -4.755
C: 0.967 3.283 -3.718
C: -2.356 1.985 -2.038
C: -3.491 2.356 -1.323
C: -4.743 2.027 -1.821
C: -4.862 1.351 -3.024
C: -3.731 1.000 -3.746
C: -2.477 1.321 -3.259
H: -1.438 1.415 0.891
H: -1.526 2.371 3.196
H: -0.868 4.707 3.596
H: -0.091 6.118 1.732
H: 0.012 5.192 -0.560
H: -1.703 5.011 -2.510
H: -1.048 6.521 -4.361
H: 0.863 5.938 -5.797
H: 2.148 3.878 -5.397
H: 1.503 2.361 -3.537
H: -3.404 2.923 -0.406
H: -5.627 2.329 -1.284
H: -5.840 1.124 -3.417
H: -3.828 0.507 -4.699
H: -1.581 1.088 -3.823
O: -6.273 0.992 2.074
C: -6.561 -0.155 1.331
N: -5.384 -0.342 0.508
C: -5.224 -1.337 -0.384
O: -6.041 -2.189 -0.621
C: -3.872 -1.333 -1.073
C: -3.745 -1.936 -2.328
C: -2.491 -1.950 -2.930
C: -1.411 -1.382 -2.287
N: -1.517 -0.827 -1.048
C: -2.742 -0.823 -0.463
H: -7.022 1.201 2.643
H: -7.455 -0.032 0.702
H: -6.701 -1.041 1.968
H: -4.751 0.438 0.572
H: -4.610 -2.393 -2.785
H: -2.355 -2.412 -3.894
H: -0.412 -1.378 -2.731
H: -2.794 -0.411 0.544

* Kohn-Sham gap (spin up / spin down): 7.8 / 8.0 eV
* expectation value of S²: 0.75
* net charge: +3
* 2S+1: 2
* E_LUMO (spin up / spin down): -0.306 / -0.305 Eh
* HOMO (spin up / spin down): -16.128 / -16.253 eV

Here are the Löwdin charges for atoms 1 to 8, given in e: number 1, Ti, carries 0.91; number 2, C, carries -0.03; number 3, C, carries -0.38; number 4, C, carries -0.02; number 5, O, carries -0.15; number 6, P, carries 0.55; number 7, O, carries -0.30; number 8, C, carries -0.14

---

# 2
A molecular structure, C38H53N4OP2PtS at a distorted geometry. Source: OMol25; level of theory: wB97M-V/def2-TZVPD.

Cartesian coordinates (Å):
C: -1.606 -1.256 -2.129
C: 0.668 -1.773 -2.135
C: -1.857 -2.210 -3.122
C: 0.437 -2.899 -2.954
C: -0.838 -3.111 -3.457
H: -2.846 -2.233 -3.582
H: 1.287 -3.546 -3.166
H: -1.044 -3.944 -4.131
N: -0.418 -1.236 -1.492
P: -2.280 0.345 -0.016
P: 2.430 -0.236 -0.529
C: -2.544 -0.114 -1.802
H: -2.273 0.762 -2.420
H: -3.579 -0.377 -2.057
C: 0.403 1.355 1.427
O: 0.612 2.084 2.310
C: 1.912 -1.103 -2.014
H: 2.747 -1.657 -2.465
C: 3.963 0.593 -1.463
C: 3.114 -1.054 1.119
C: -3.070 2.041 0.057
C: -3.329 -1.018 0.800
C: 3.720 2.086 -1.244
H: 3.651 2.349 -0.178
H: 4.560 2.643 -1.685
H: 2.799 2.417 -1.737
C: 5.346 0.171 -0.952
H: 5.543 0.366 0.105
H: 5.547 -0.886 -1.171
H: 6.092 0.749 -1.520
C: 4.031 0.274 -2.966
H: 4.749 0.957 -3.438
H: 4.364 -0.755 -3.147
H: 3.082 0.409 -3.486
C: 3.700 0.098 1.955
H: 2.930 0.825 2.241
H: 4.128 -0.318 2.879
H: 4.497 0.652 1.450
C: 1.980 -1.677 1.940
H: 1.148 -0.984 2.120
H: 1.566 -2.578 1.477
H: 2.364 -1.971 2.929
C: 4.135 -2.159 0.853
H: 5.073 -1.802 0.424
H: 4.397 -2.631 1.812
H: 3.724 -2.939 0.198
C: -3.829 -0.560 2.178
H: -4.334 -1.410 2.668
H: -3.004 -0.249 2.835
H: -4.570 0.248 2.108
C: -2.429 -2.255 0.983
H: -2.052 -2.638 0.024
H: -1.575 -2.024 1.635
H: -3.011 -3.060 1.464
C: -4.542 -1.445 -0.049
H: -5.154 -2.134 0.556
H: -5.184 -0.601 -0.331
H: -4.248 -1.995 -0.953
C: -2.324 2.997 -0.897
H: -2.416 2.700 -1.949
H: -2.759 4.003 -0.791
H: -1.255 3.060 -0.656
C: -2.961 2.612 1.479
H: -1.919 2.714 1.801
H: -3.416 3.614 1.473
H: -3.496 2.008 2.220
C: -4.542 1.959 -0.365
H: -4.666 1.558 -1.379
H: -5.154 1.375 0.333
H: -4.946 2.982 -0.368
Pt: 0.061 0.317 -0.050
N: 0.383 1.109 -1.930
C: 1.131 0.934 -2.877
C: 1.225 1.806 -4.068
C: 0.937 3.154 -3.803
C: 1.457 1.364 -5.382
C: 0.986 4.096 -4.834
H: 0.650 3.442 -2.780
C: 1.496 2.312 -6.408
H: 1.571 0.300 -5.587
C: 1.286 3.668 -6.136
H: 0.795 5.144 -4.597
H: 1.696 2.003 -7.432
H: 1.348 4.417 -6.925
N: 0.045 -4.001 3.040
C: -0.342 -3.031 3.913
N: -0.623 -1.787 3.599
C: -0.964 -1.042 4.721
C: -1.338 0.309 4.749
C: -1.750 0.882 5.950
C: -1.764 0.122 7.139
C: -1.364 -1.217 7.120
C: -0.959 -1.790 5.928
S: -0.418 -3.440 5.631
H: 0.151 -4.938 3.417
H: -0.139 -3.875 2.057
H: -1.276 0.887 3.821
H: -2.063 1.929 5.974
H: -2.083 0.588 8.069
H: -1.362 -1.835 8.021

* Kohn-Sham gap (spin up / spin down): 4.9 / 5.7 eV
* expectation value of S²: 2.03
* net charge: +1
* 2S+1: 3
* E_LUMO (spin up / spin down): -0.105 / -0.167 Eh
* HOMO (spin up / spin down): -7.807 / -10.247 eV

Here are the Löwdin charges for atoms 1 to 8, given in e: number 1, C, carries -0.33; number 2, C, carries -0.34; number 3, C, carries -0.01; number 4, C, carries 0.00; number 5, C, carries -0.03; number 6, H, carries 0.12; number 7, H, carries 0.12; number 8, H, carries 0.12

---

| no. | molar mass (g/mol) |
| --- | --- |
| 1 | 822.64 |
| 2 | 870.96 |